[1]
Density functional theory data (the ωB97M-V functional and the def2-TZVPD basis) for a structure of composition C16H34Cl8N3O4Pd in a non-equilibrium geometry.

Orbital gap (alpha / beta) ... 6.46 / 3.90 eV
Net charge ... +1
Calculated total energy ... -133450.2173 eV
M ... 722.5 g mol⁻¹
Spin multiplicity ... 3

Cartesian coordinates (Å):
1 Pd 22.574 -15.579 25.577
2 C 21.537 -11.564 24.719
3 C 20.839 -12.510 25.685
4 O 21.227 -13.842 25.610
5 H 22.385 -11.050 25.172
6 H 20.873 -10.722 24.524
7 H 21.741 -11.876 23.694
8 H 19.765 -12.419 25.523
9 H 20.820 -12.154 26.716
10 Cl 26.919 -6.175 26.955
11 C 26.279 -7.736 27.273
12 C 25.164 -7.985 26.192
13 Cl 24.577 -9.695 26.250
14 H 26.096 -7.764 28.347
15 H 27.060 -8.481 27.122
16 H 25.569 -7.643 25.240
17 H 24.246 -7.417 26.345
18 Cl 19.349 -7.906 25.274
19 C 20.743 -7.241 26.088
20 C 20.844 -8.205 27.309
21 Cl 21.978 -7.433 28.420
22 H 20.519 -6.237 26.449
23 H 21.567 -7.300 25.377
24 H 21.278 -9.197 27.179
25 H 19.925 -8.156 27.892
26 C 22.240 -16.098 28.915
27 O 22.477 -15.848 27.770
28 N 21.904 -15.116 29.729
29 C 21.469 -15.445 31.094
30 C 22.120 -13.615 29.561
31 H 22.228 -17.115 29.337
32 H 20.909 -16.361 31.284
33 H 20.711 -14.695 31.321
34 H 22.239 -15.201 31.825
35 H 22.490 -13.236 28.608
36 H 21.205 -13.046 29.726
37 H 22.870 -13.300 30.287
38 C 18.916 -15.446 28.434
39 O 18.929 -16.623 28.796
40 N 18.351 -14.425 29.133
41 C 18.198 -13.066 28.671
42 C 17.727 -14.648 30.488
43 H 19.264 -15.147 27.433
44 H 18.417 -12.354 29.466
45 H 17.156 -12.856 28.432
46 H 18.853 -12.931 27.810
47 H 18.177 -14.035 31.269
48 H 16.667 -14.396 30.530
49 H 17.726 -15.702 30.769
50 C 14.614 -10.044 25.134
51 O 13.660 -9.538 24.516
52 N 15.660 -10.654 24.499
53 C 16.913 -10.861 25.348
54 C 15.513 -11.121 23.056
55 H 14.815 -9.757 26.178
56 H 17.027 -10.191 26.200
57 H 17.804 -10.878 24.720
58 H 16.685 -11.889 25.629
59 H 16.273 -10.663 22.423
60 H 15.571 -12.200 22.912
61 H 14.570 -10.853 22.579
62 C 20.335 -9.855 20.999
63 Cl 20.166 -9.075 19.374
64 Cl 21.516 -11.162 20.935
65 Cl 20.690 -8.674 22.217
66 Cl 18.758 -10.663 21.322

Here are the Mulliken charges for atoms 1 to 2, given in e:
1. Pd 0.949
2. C -0.366

[2]
Density functional theory data (the ωB97M-V functional and the def2-TZVPD basis) for a cluster of 2 separate species, C2HBrClF2NO2 in total in a non-equilibrium geometry.

Orbital gap (alpha / beta) ... 8.63 / 6.70 eV
Net charge ... 0
Calculated total energy ... -95667.7786 eV
M ... 224.4 g mol⁻¹
Spin multiplicity ... 1

Cartesian coordinates (Å):
1 C -0.921 0.016 0.570
2 C 0.977 2.031 -0.228
3 N 1.780 1.365 0.634
4 O 2.523 0.485 0.190
5 O 1.536 1.495 1.849
6 F 1.381 1.952 -1.498
7 F 0.287 3.080 0.252
8 Cl -0.357 -0.035 2.142
9 Br -2.417 0.929 -0.047
10 H -0.628 -0.833 0.102

Here are the Mulliken charges for atoms 1 to 2, given in e:
1. C -0.280
2. C 0.426

[3]
Density functional theory data (the ωB97M-V functional and the def2-TZVPD basis) for a cluster of 2 separate species, C4H10N in total in a non-equilibrium geometry.

Orbital gap ... 7.91 eV
Net charge ... +1
Calculated total energy ... -5791.4884 eV
M ... 72.1 g mol⁻¹
Spin multiplicity ... 1

Cartesian coordinates (Å):
1 C -2.258 -1.068 1.871
2 N -1.107 -1.094 1.343
3 H -3.120 -1.321 1.271
4 H -2.297 -0.714 2.894
5 H -0.292 -1.017 1.960
6 H -0.655 -1.167 0.417
7 C 2.054 1.265 -0.874
8 C 1.095 0.217 -1.320
9 C -0.229 0.315 -1.192
10 H 2.064 2.026 -1.651
11 H 1.722 1.721 0.054
12 H 3.075 0.882 -0.829
13 H 1.473 -0.655 -1.846
14 H -0.860 -0.513 -1.500
15 H -0.664 1.122 -0.599

Here are the Mulliken charges for atoms 1 to 2, given in e:
1. C -0.041
2. N -0.070